Computed, not measured: a 11-piece molecular cluster, C5H33NO11 overall, with ωB97M-V/def2-TZVPD.

Output
HOMO-LUMO gap = 8.9 eV
Energy relative to the best compared isomer or geometry (same formula, charge and spin) = 564.4 kJ/mol
Total charge = 0
SMILES string = CC[C@@H](CO)NC.O.O.O.O.O.O.O.O.O.O
Highest occupied orbital energy = -8.7 eV
Energy = -29729.5786 eV

Last column: Mulliken charge in e.
CARTESIAN COORDINATES (ANGSTROEM)
C (-2.8513, -1.0921, -2.9306)  -1.28
C (-1.7498, -0.9595, -1.8481)  -0.09
C (-2.2896, -0.0626, -0.7467)  -0.29
C (-3.3167, -0.9131, 0.2190)  -0.51
O (-2.6838, -1.8376, 1.1293)  -0.46
N (-1.2422, 0.4100, 0.1064)  0.52
C (-0.2682, 1.1595, -0.6272)  -1.24
H (-2.8451, -2.0236, -3.4760)  0.36
H (-3.8424, -1.1588, -2.3526)  0.22
H (-2.7733, -0.1258, -3.4229)  0.36
H (-1.3117, -1.9976, -1.6374)  0.24
H (-0.9238, -0.4838, -2.3761)  0.22
H (-2.9682, 0.7798, -1.1384)  0.36
H (-3.9350, -1.5563, -0.3922)  0.39
H (-3.5809, -0.1498, 0.9331)  0.32
H (-1.6880, -1.9005, 0.9934)  0.33
H (-0.6661, -0.3176, 0.5377)  -0.42
H (0.4680, 1.3284, 0.1397)  0.37
H (-0.7361, 2.0799, -1.0049)  0.38
H (0.1000, 0.6642, -1.4605)  0.40
O (2.4372, -1.1866, 3.6965)  -0.56
H (2.4988, -0.7919, 2.8136)  0.29
H (2.1658, -0.5111, 4.2211)  0.26
O (1.2205, 2.7517, -3.7608)  -0.64
H (0.8572, 3.0902, -4.5224)  0.28
H (0.5057, 2.5978, -3.1740)  0.34
O (2.1120, -2.3585, -2.4958)  -0.51
H (2.3888, -1.6753, -3.0744)  0.26
H (2.3616, -3.1090, -2.8457)  0.20
O (0.7018, 3.3491, 4.4537)  -0.61
H (0.0369, 3.2092, 3.9129)  0.29
H (0.9257, 2.4159, 4.7588)  0.32
O (-0.9480, 0.2034, 3.4170)  -0.61
H (-1.6052, -0.4938, 3.2059)  0.29
H (-0.1501, -0.1877, 3.1381)  0.34
O (-2.2228, 2.9984, 0.6823)  -0.61
H (-2.2789, 3.3787, 1.4856)  0.26
H (-2.6014, 2.0810, 0.6348)  0.30
O (2.8992, 0.7760, -2.6815)  -0.57
H (2.2259, 1.1647, -3.2205)  0.35
H (3.5984, 1.3867, -2.4578)  0.26
O (0.0794, -2.3095, 1.8513)  -0.71
H (0.5375, -1.7923, 1.1269)  0.22
H (0.8940, -2.6077, 2.3228)  0.37
O (4.4595, -0.1594, 2.2527)  -0.55
H (4.5193, 0.5460, 2.9084)  0.31
H (5.1385, -0.7025, 2.0743)  0.25
O (1.9548, -1.2400, -0.1864)  -0.51
H (1.7002, -1.8825, -0.8018)  0.35
H (2.6920, -0.7841, -0.3806)  0.16

Atomic forces in eV per Å
-1.25 0.05 2.51
-0.13 -1.34 -1.95
-1.48 -2.69 1.50
3.34 0.44 -0.18
2.12 -0.19 -0.66
-0.09 0.21 0.20
-0.80 1.90 1.25
0.45 0.22 -0.80
1.12 0.38 -1.11
-0.66 -0.44 -0.92
-0.87 1.41 0.77
0.09 0.05 0.18
1.33 -0.95 0.27
-1.05 0.75 0.15
-1.76 0.33 -0.35
-1.94 -0.10 0.32
-1.05 -0.10 -0.05
0.86 0.76 -0.41
0.30 0.14 0.45
1.30 -1.09 -1.36
0.70 -2.95 -2.63
0.42 -0.25 0.14
-1.36 2.99 2.69
2.19 -1.08 1.82
-1.25 1.21 -2.78
-1.11 -0.12 1.00
-2.41 4.62 3.05
0.46 1.31 -0.69
1.97 -6.16 -2.82
5.66 -1.08 4.77
-5.30 -0.93 -4.33
-0.41 1.94 -0.46
-1.97 0.25 0.52
0.44 0.59 0.09
1.54 -0.90 -0.58
-0.24 -2.44 -4.95
-0.62 1.39 4.30
0.88 1.40 0.86
0.58 -1.79 0.79
-0.23 1.14 -0.51
-0.20 0.49 -0.31
1.89 0.67 -0.80
-0.45 -0.67 0.76
-1.03 0.12 -0.03
-4.84 3.30 0.02
0.98 -0.77 -0.22
4.11 -2.33 -0.14
-4.30 -0.78 4.18
0.25 -1.09 -1.95
3.83 2.15 -1.62